Molecular formula: C16H42BN2O9P2
Method: DFT, the ωB97M-V functional and the def2-TZVPD basis

Last column: Löwdin charge in e.
Positions of all 72 atoms, in Å:
N 1.226 1.211 -0.821  0.188
B 0.662 0.580 -2.003  -0.568
O 1.482 -0.151 -2.852  0.143
C -0.899 0.626 -2.405  -0.136
C -1.874 1.422 -1.477  -0.104
C -2.694 0.442 -0.617  -0.067
N -2.246 -0.976 -0.967  0.088
C -1.321 -0.855 -2.146  -0.063
H 1.152 0.527 -0.066  0.095
H 0.618 1.969 -0.518  0.056
H 1.635 -1.021 -2.469  0.101
H -0.986 0.856 -3.462  0.141
H -2.624 1.814 -2.164  0.119
H -1.415 2.198 -0.878  0.111
H -3.768 0.543 -0.679  0.133
H -2.300 0.573 0.388  0.131
H -1.755 -1.427 -0.200  0.180
H -3.070 -1.543 -1.151  0.181
H -0.475 -1.493 -1.916  0.124
H -1.899 -1.126 -3.023  0.144
O 2.360 -7.315 -0.220  -0.208
P 1.583 -6.355 -1.025  0.525
O 2.293 -4.903 -0.746  -0.212
C 3.710 -4.766 -0.867  -0.283
C 4.132 -4.510 -2.302  -0.072
O 0.230 -6.154 -0.150  -0.217
C -0.146 -7.095 0.861  -0.285
C 0.259 -6.596 2.231  -0.074
O 0.774 -5.873 -2.361  -0.189
C 1.196 -6.299 -3.673  -0.270
C 1.687 -7.730 -3.704  -0.083
H 4.219 -5.645 -0.468  0.111
H 3.992 -3.917 -0.243  0.117
H 3.970 -5.400 -2.918  0.065
H 5.190 -4.255 -2.355  0.083
H 3.551 -3.696 -2.738  0.073
H 0.276 -8.078 0.661  0.107
H -1.232 -7.194 0.810  0.114
H 1.332 -6.409 2.279  0.077
H -0.004 -7.321 3.001  0.080
H -0.243 -5.653 2.455  0.072
H 1.961 -5.615 -4.049  0.103
H 0.328 -6.195 -4.324  0.118
H 2.624 -7.837 -3.146  0.073
H 1.874 -8.050 -4.728  0.088
H 0.954 -8.401 -3.254  0.090
O 0.137 6.279 3.315  -0.211
P -0.753 6.008 2.175  0.492
O -1.706 4.752 2.581  -0.202
C -2.365 4.740 3.849  -0.282
C -3.673 5.509 3.808  -0.073
O 0.208 5.288 1.086  -0.213
C 1.634 5.326 1.205  -0.279
C 2.138 4.040 1.820  -0.069
O -1.666 6.612 0.981  -0.176
C -2.433 7.820 1.166  -0.262
C -1.716 8.861 2.000  -0.084
H -1.711 5.135 4.629  0.111
H -2.560 3.694 4.086  0.115
H -3.488 6.581 3.694  0.064
H -4.236 5.363 4.729  0.082
H -4.284 5.186 2.965  0.081
H 1.966 6.192 1.774  0.108
H 2.030 5.434 0.194  0.117
H 1.690 3.861 2.798  0.079
H 3.222 4.056 1.935  0.083
H 1.873 3.192 1.186  0.049
H -3.403 7.571 1.602  0.104
H -2.624 8.217 0.170  0.120
H -1.609 8.530 3.038  0.071
H -2.272 9.797 2.006  0.086
H -0.715 9.048 1.608  0.089

Calculated values
* Kohn-Sham gap: 8.70 eV
* largest force on an atom: 6.488 eV/Å
* HOMO: -12.1305 eV
* LUMO energy: -3.4 eV
* total charge: +1

=====

Molecular formula: C16H42ClF6NO15S2Zr
Method: DFT, the ωB97M-V functional and the def2-TZVPD basis

Last column: Löwdin charge in e.
Positions of all 84 atoms, in Å:
Zr 0.216 1.285 1.172  2.163
Cl 3.263 1.124 3.727  0.701
O 3.683 0.008 4.504  -0.232
O 4.109 1.413 2.582  -0.325
O 1.961 0.836 3.112  -0.465
O 3.085 2.274 4.537  -0.264
C -0.415 -1.860 -1.854  -0.645
F -0.776 -2.739 -0.959  0.173
F 0.020 -2.461 -2.932  0.221
F -1.446 -1.062 -2.087  0.153
S 1.078 -0.854 -1.121  0.770
O 2.266 -1.390 -1.676  -0.172
O 0.840 0.591 -1.323  -0.362
N 0.808 -0.668 0.589  -0.418
S 1.562 -2.056 1.164  0.662
O 1.247 -2.159 2.561  -0.272
O 1.333 -3.164 0.297  -0.237
C 3.511 -1.725 1.039  -0.631
F 3.591 -0.482 0.555  0.107
F 4.038 -1.707 2.230  0.207
F 4.038 -2.612 0.243  0.220
C -3.853 -0.064 1.226  -0.044
C -2.536 -0.587 0.682  -0.237
O -1.815 0.604 0.251  -0.222
H -4.475 0.503 0.531  0.080
H -3.723 0.661 2.033  0.077
H -4.460 -0.916 1.533  0.108
H -2.634 -1.213 -0.201  0.102
H -2.129 -1.249 1.447  0.128
H -2.411 0.908 -0.458  0.091
C 1.952 -4.966 4.538  -0.104
C 3.220 -5.465 3.928  -0.308
O 3.418 -6.860 4.227  -0.081
H 1.040 -5.390 4.105  0.076
H 1.877 -3.889 4.351  0.045
H 1.809 -5.026 5.616  0.083
H 4.072 -5.095 4.501  0.119
H 3.312 -5.263 2.859  0.105
H 2.615 -7.335 3.988  0.077
C -0.149 3.083 -2.774  -0.060
C -1.049 2.835 -1.600  -0.221
O -0.387 2.813 -0.297  -0.207
H -0.748 3.089 -3.685  0.083
H 0.653 2.365 -2.915  0.073
H 0.248 4.102 -2.763  0.102
H -1.599 1.913 -1.785  0.099
H -1.838 3.590 -1.611  0.146
H -0.427 3.775 -0.155  0.154
C 3.978 2.360 -1.100  -0.008
C 2.671 2.912 -0.438  -0.230
O 2.254 2.001 0.594  -0.250
H 4.311 3.147 -1.776  0.099
H 3.643 1.442 -1.576  0.080
H 4.772 2.259 -0.359  0.093
H 2.047 2.915 -1.328  0.079
H 2.718 3.919 -0.024  0.137
H 3.067 1.959 1.156  0.076
C -5.527 0.729 -3.903  -0.058
C -4.908 1.203 -2.566  -0.316
O -4.094 0.186 -2.035  -0.101
H -5.930 1.608 -4.407  0.085
H -6.368 0.078 -3.666  0.083
H -4.765 0.267 -4.527  0.077
H -5.769 1.574 -1.998  0.115
H -4.268 2.083 -2.670  0.103
H -4.611 -0.628 -2.035  0.106
C -0.322 1.986 -6.219  -0.074
C -0.370 0.525 -5.722  -0.280
O -1.018 0.464 -4.454  -0.109
H 0.509 2.561 -5.805  0.065
H -1.204 2.592 -6.006  0.072
H -0.233 2.056 -7.303  0.081
H 0.583 -0.013 -5.700  0.113
H -0.899 -0.098 -6.451  0.114
H -1.341 -0.438 -4.384  0.062
C -0.273 0.086 5.379  -0.021
C -0.941 -0.230 4.005  -0.210
O -0.984 0.851 3.009  -0.205
H -0.083 -0.829 5.935  0.103
H -0.933 0.687 6.007  0.085
H 0.611 0.710 5.255  0.063
H -1.965 -0.494 4.277  0.130
H -0.511 -1.160 3.637  0.094
H -1.841 1.220 3.271  0.128

Calculated values
* Kohn-Sham gap: 4.73 eV
* largest force on an atom: 4.313 eV/Å
* HOMO: -13.3166 eV
* LUMO energy: -8.6 eV
* total charge: +2